## w
Molecular formula: H7O3
Method: DFT, ωB97M-V with the def2-TZVPD basis set

Each atom is followed by the atoms it is bonded to, with distances in Å.
Positions of all 10 atoms, in Å:
1 O -1.21 -0.79 -1.87  H2 0.961, H3 0.969
2 H -2.06 -1.05 -1.49  O1 0.961
3 H -1.32 -0.70 -2.82  O1 0.969
4 O 0.82 0.91 2.08  H5 0.958, H6 0.960
5 H 0.95 0.68 3.01  O4 0.958
6 H 0.72 1.85 2.19  O4 0.960
7 O 0.47 -0.10 -0.27  H8 0.998, H9 0.975, H10 1.096
8 H 0.45 0.51 0.52  O7 0.998
9 H 0.66 -0.96 0.15  O7 0.975
10 H -0.24 -0.35 -1.06  O7 1.096

Total charge = +1
Lowest unoccupied orbital energy = -3.615 eV
M = 55.05 u

## x
Molecular formula: H7O3
Method: DFT, ωB97M-V with the def2-TZVPD basis set

Each atom is followed by the atoms it is bonded to, with distances in Å.
Positions of all 10 atoms, in Å:
1 O -0.77 2.24 -1.01  H2 0.960, H3 0.971
2 H -1.56 2.61 -0.62  O1 0.960
3 H -0.45 2.95 -1.59  O1 0.971
4 O 0.23 -2.49 0.27  H5 0.975, H6 0.972
5 H 0.49 -2.64 -0.65  O4 0.975
6 H -0.01 -3.35 0.65  O4 0.972
7 O 0.54 0.24 0.75  H8 0.969, H9 0.991, H10 0.982
8 H 1.27 0.03 1.37  O7 0.969
9 H 0.01 -0.60 0.74  O7 0.991
10 H 0.16 0.99 0.26  O7 0.982

Total charge = +1
Lowest unoccupied orbital energy = -3.991 eV
M = 55.05 u

It is x that is the least stable of them.

## w
Molecular formula: C4H15N2O
Method: DFT, ωB97M-V with the def2-TZVPD basis set

Each atom is followed by the atoms it is bonded to, with distances in Å.
Positions of all 22 atoms, in Å:
1 N -0.36 -1.46 -1.01  C2 1.502, H7 1.030, H8 1.018, H9 1.056
2 C 1.12 -1.45 -0.76  N1 1.502, C3 1.520, H10 1.084, H11 1.077
3 C 1.24 -1.39 0.75  C2 1.520, N4 1.444, H12 1.096, H13 1.088
4 N 0.44 -0.28 1.22  C3 1.444, C5 1.477, H14 1.010
5 C 0.84 1.07 0.76  N4 1.477, C6 1.502, H15 1.095, H16 1.101
6 C 0.07 2.09 1.54  C5 1.502, H17 1.097, H18 1.099, H19 1.088
7 H -0.72 -1.08 -1.89  N1 1.030
8 H -0.79 -2.38 -0.95  N1 1.018
9 H -0.70 -0.89 -0.19  N1 1.056
10 H 1.52 -0.57 -1.25  C2 1.084
11 H 1.55 -2.34 -1.20  C2 1.077
12 H 0.77 -2.30 1.14  C3 1.096
13 H 2.28 -1.46 1.07  C3 1.088
14 H 0.32 -0.24 2.22  N4 1.010
15 H 1.93 1.14 0.77  C5 1.095
16 H 0.53 1.18 -0.29  C5 1.101
17 H 0.24 2.07 2.63  C6 1.097
18 H -1.00 1.84 1.48  C6 1.099
19 H 0.17 3.13 1.22  C6 1.088
20 H -3.01 1.56 -3.05  O22 0.963
21 H -3.63 0.82 -1.87  O22 0.966
22 O -2.80 0.94 -2.35  H20 0.963, H21 0.966

Total charge = +1
Lowest unoccupied orbital energy = -3.029 eV
M = 107.18 u

## x
Molecular formula: C4H15N2O
Method: DFT, ωB97M-V with the def2-TZVPD basis set

Each atom is followed by the atoms it is bonded to, with distances in Å.
Positions of all 22 atoms, in Å:
1 C 0.39 1.24 -1.45  N2 1.478, C3 1.552, H7 1.096, H8 1.089
2 N 1.60 0.91 -0.66  C1 1.478, H9 1.015, H10 1.020
3 C -0.91 1.02 -0.63  C1 1.552, N4 1.481, H11 1.095, H12 1.093
4 N -0.74 0.04 0.47  C3 1.481, C5 1.504, H13 1.024, H14 1.016
5 C -0.52 -1.38 0.01  N4 1.504, C6 1.528, H15 1.091, H16 1.083
6 C -1.82 -2.01 -0.49  C5 1.528, H17 1.079, H18 1.090, H19 1.082
7 H 0.39 2.28 -1.80  C1 1.096
8 H 0.35 0.67 -2.38  C1 1.089
9 H 1.94 1.79 -0.27  N2 1.015
10 H 2.29 0.59 -1.33  N2 1.020
11 H -1.19 1.98 -0.19  C3 1.095
12 H -1.77 0.73 -1.24  C3 1.093
13 H 0.09 0.28 1.02  N4 1.024
14 H -1.51 0.01 1.13  N4 1.016
15 H -0.10 -1.91 0.87  C5 1.091
16 H 0.25 -1.32 -0.75  C5 1.083
17 H -1.74 -3.08 -0.43  C6 1.079
18 H -2.63 -1.70 0.17  C6 1.090
19 H -2.04 -1.72 -1.50  C6 1.082
20 H 2.12 0.57 1.62  O22 0.964
21 H 2.06 -0.21 2.96  O22 0.969
22 O 1.52 0.28 2.32  H20 0.964, H21 0.969

Total charge = +1
Lowest unoccupied orbital energy = -2.748 eV
M = 107.18 u

It is w that is the least stable of them.

## w
Molecular formula: C4H15N2O
Method: DFT, ωB97M-V with the def2-TZVPD basis set

Each atom is followed by the atoms it is bonded to, with distances in Å.
Positions of all 22 atoms, in Å:
1 C 1.16 1.51 0.58  N2 1.509, C3 1.512, H7 1.089, H8 1.086
2 N 0.31 1.11 1.76  C1 1.509, H9 1.016, H10 1.016
3 C 1.51 0.30 -0.25  C1 1.512, N4 1.483, H11 1.087, H12 1.089
4 N 0.29 -0.44 -0.64  C3 1.483, C5 1.507, H13 1.026, H14 1.042
5 C 0.30 -1.88 -0.21  N4 1.507, C6 1.508, H15 1.090, H16 1.095
6 C -0.89 -2.65 -0.72  C5 1.508, H17 1.086, H18 1.095, H19 1.087
7 H 2.08 1.97 0.93  C1 1.089
8 H 0.64 2.24 -0.03  C1 1.086
9 H 0.96 1.26 2.52  N2 1.016
10 H -0.36 1.86 1.89  N2 1.016
11 H 2.17 -0.35 0.33  C3 1.087
12 H 1.99 0.66 -1.15  C3 1.089
13 H 0.14 -0.43 -1.66  N4 1.026
14 H -0.59 -0.04 -0.25  N4 1.042
15 H 1.27 -2.32 -0.45  C5 1.090
16 H 0.31 -1.85 0.89  C5 1.095
17 H -1.81 -2.45 -0.17  C6 1.086
18 H -0.71 -3.72 -0.62  C6 1.095
19 H -1.01 -2.48 -1.79  C6 1.087
20 H -2.91 1.38 -0.22  O22 0.968
21 H -1.96 2.54 -0.09  O22 0.972
22 O -2.02 1.65 -0.48  H20 0.968, H21 0.972

Total charge = +1
Lowest unoccupied orbital energy = -2.801 eV
M = 107.18 u

## x
Molecular formula: C4H15N2O
Method: DFT, ωB97M-V with the def2-TZVPD basis set

Each atom is followed by the atoms it is bonded to, with distances in Å.
Positions of all 22 atoms, in Å:
1 C 1.20 -2.11 -0.49  N2 1.500, C3 1.575, H7 1.140, H8 1.100
2 N 2.39 -1.22 -0.62  C1 1.500, H9 1.003, H10 0.979
3 C -0.15 -1.48 -1.01  C1 1.575, N4 1.486, H11 1.071, H12 1.108
4 N -0.12 -0.11 -0.44  C3 1.486, C5 1.459, H13 1.091, H14 1.072
5 C -0.47 0.17 0.95  N4 1.459, C6 1.635, H15 1.112, H16 1.116
6 C -2.07 0.50 0.99  C5 1.635, H17 1.080, H18 1.092, H19 1.098
7 H 1.38 -3.07 -1.09  C1 1.140
8 H 1.04 -2.45 0.55  C1 1.100
9 H 2.67 -1.55 -1.52  N2 1.003
10 H 3.08 -1.42 0.04  N2 0.979
11 H -0.27 -1.38 -2.07  C3 1.071
12 H -0.94 -2.18 -0.66  C3 1.108
13 H 0.95 0.11 -0.41  N4 1.091
14 H -0.47 0.68 -1.09  N4 1.072
15 H 0.26 0.95 1.28  C5 1.112
16 H -0.24 -0.72 1.57  C5 1.116
17 H -2.50 -0.34 1.50  C6 1.080
18 H -2.41 1.41 1.49  C6 1.092
19 H -2.64 0.63 0.06  C6 1.098
20 H 0.51 4.42 0.44  O22 0.987
21 H -0.79 5.03 0.25  O22 0.964
22 O -0.42 4.14 0.28  H20 0.987, H21 0.964

Total charge = +1
Lowest unoccupied orbital energy = -2.750 eV
M = 107.18 u

It is x that is the least stable of them.

## w
Molecular formula: C4H15N2O
Method: DFT, ωB97M-V with the def2-TZVPD basis set

Each atom is followed by the atoms it is bonded to, with distances in Å.
Positions of all 22 atoms, in Å:
1 C 0.88 1.77 -2.19  C2 1.516, H4 1.091, H5 1.093, H6 1.094
2 C 2.13 1.16 -1.61  C1 1.516, N3 1.503, H7 1.085, H8 1.083
3 N 1.85 0.53 -0.27  C2 1.503, H9 1.020, H10 1.019, H11 1.061
4 H 1.14 2.37 -3.06  C1 1.091
5 H 0.17 1.00 -2.50  C1 1.093
6 H 0.38 2.43 -1.47  C1 1.094
7 H 2.54 0.38 -2.25  C2 1.085
8 H 2.91 1.90 -1.44  C2 1.083
9 H 1.71 1.25 0.43  N3 1.020
10 H 2.63 -0.05 0.03  N3 1.019
11 H 0.99 -0.10 -0.28  N3 1.061
12 C -1.52 -0.97 0.46  O13 1.451, C14 1.516, H16 1.086, H17 1.091
13 O -0.26 -1.17 -0.24  C12 1.451, H18 0.961
14 C -1.33 -1.27 1.93  C12 1.516, N15 1.452, H19 1.100, H20 1.096
15 N -2.47 -0.74 2.66  C14 1.452, H21 1.012, H22 1.013
16 H -1.84 0.06 0.32  C12 1.086
17 H -2.27 -1.63 0.02  C12 1.091
18 H -0.39 -1.77 -0.98  O13 0.961
19 H -1.15 -2.34 2.07  C14 1.100
20 H -0.43 -0.75 2.28  C14 1.096
21 H -2.34 -0.83 3.66  N15 1.012
22 H -3.31 -1.25 2.44  N15 1.013

Total charge = +1
Lowest unoccupied orbital energy = -3.172 eV
M = 107.18 u

## x
Molecular formula: C4H15N2O
Method: DFT, ωB97M-V with the def2-TZVPD basis set

Each atom is followed by the atoms it is bonded to, with distances in Å.
Positions of all 22 atoms, in Å:
1 N 0.43 1.24 -0.68  C2 1.608, H7 1.084, H8 1.094, H9 1.040
2 C -0.22 1.05 0.78  N1 1.608, C3 1.571, H10 1.098, H11 1.186
3 C -0.23 -0.50 1.01  C2 1.571, N4 1.429, H12 1.128, H13 1.088
4 N -1.04 -1.19 0.05  C3 1.429, C5 1.490, C6 1.556
5 C -2.33 -1.65 0.63  N4 1.490, H14 1.089, H15 1.156, H16 1.066
6 C -0.20 -2.37 -0.51  N4 1.556, H17 1.140, H18 1.100, H19 1.099
7 H 1.51 1.16 -0.56  N1 1.084
8 H 0.41 2.30 -0.95  N1 1.094
9 H -0.07 0.51 -1.22  N1 1.040
10 H -1.25 1.43 0.80  C2 1.098
11 H 0.61 1.56 1.46  C2 1.186
12 H -0.63 -0.81 2.02  C3 1.128
13 H 0.75 -0.94 1.13  C3 1.088
14 H -2.77 -2.49 0.11  C5 1.089
15 H -3.06 -0.81 0.30  C5 1.156
16 H -2.16 -1.88 1.66  C5 1.066
17 H 0.11 -3.12 0.29  C6 1.140
18 H 0.68 -1.87 -0.96  C6 1.100
19 H -0.84 -2.83 -1.27  C6 1.099
20 H 3.50 3.21 -1.46  O22 0.921
21 H 3.14 2.27 -0.31  O22 0.981
22 O 2.77 2.85 -1.02  H20 0.921, H21 0.981

Total charge = +1
Lowest unoccupied orbital energy = -3.391 eV
M = 107.18 u

It is x that is the least stable of them.